Here is a single C7H8 molecule in a non-equilibrium geometry from OMol25. Energies are from ωB97M-V/def2-TZVPD.

XYZ file:
```
15
Properties=species:S:1:pos:R:3:lowdin_charge:R:1
C -0.055 -1.536 -0.512 -0.030
C -0.260 -0.089 -0.149 -0.425
C 0.151 1.061 -0.978 -0.068
C 1.078 0.753 0.191 -0.321
C 2.462 0.402 -0.023 0.127
C -1.410 0.166 0.719 -0.081
C -2.417 0.378 1.349 0.144
H -0.946 -1.935 -1.005 0.089
H 0.820 -1.622 -1.158 0.087
H 0.125 -2.118 0.401 0.095
H 0.750 1.018 1.183 0.116
H 0.561 0.806 -1.953 0.123
H -0.443 1.969 -0.936 0.117
H 2.905 0.183 0.975 -0.006
H -3.321 0.564 1.895 0.034
```

Properties
energy above the lowest of the compared OMol25 structures with the same formula, charge and spin = 6.9155 eV
gap between HOMO and LUMO (alpha / beta) = 0.28640 / 0.28634 Eh
LUMO (alpha / beta) = -0.5 / -0.5 eV
highest occupied orbital energy (alpha / beta) = -0.30593 / -0.30584 Ha

***

Here is a molecular structure, C49H46BrInNO4P2S2 in a non-equilibrium geometry from OMol25. Energies are from ωB97M-V/def2-TZVPD.

XYZ file:
```
106
Properties=species:S:1:pos:R:3:lowdin_charge:R:1
In -0.245 0.253 -0.092 0.656
C 2.409 0.226 2.329 -0.396
C 1.322 -0.598 3.067 -0.388
P -0.358 0.142 2.932 1.054
C -0.308 1.476 4.145 -0.380
C 0.878 1.931 4.749 -0.091
C 0.919 3.068 5.577 -0.070
C -0.262 3.705 5.914 -0.093
C -1.443 3.322 5.322 -0.051
C -1.448 2.230 4.397 -0.069
C -1.352 -1.074 3.854 -0.363
C -1.084 -1.364 5.204 -0.058
C -1.708 -2.490 5.821 -0.071
C -2.689 -3.172 5.151 -0.085
C -3.120 -2.730 3.876 -0.053
C -2.372 -1.758 3.201 -0.096
P 2.340 0.036 0.523 1.017
C 3.665 1.134 -0.005 -0.341
C 4.249 2.011 0.914 -0.093
C 5.274 2.831 0.483 -0.067
C 5.663 2.914 -0.850 -0.061
C 5.011 2.136 -1.778 -0.056
C 4.003 1.238 -1.372 -0.058
C 2.986 -1.588 0.184 -0.350
C 3.829 -2.263 1.090 -0.072
C 4.451 -3.468 0.781 -0.075
C 4.346 -3.987 -0.507 -0.062
C 3.496 -3.368 -1.457 -0.061
C 2.866 -2.171 -1.115 -0.101
H 3.446 0.026 2.745 0.113
H 2.137 1.297 2.560 0.079
H 1.500 -0.750 4.132 0.084
H 1.172 -1.569 2.578 0.067
H 1.805 1.343 4.624 0.095
H 1.843 3.458 6.007 0.110
H -0.209 4.548 6.609 0.115
H -2.400 3.820 5.431 0.108
H -2.385 1.955 3.990 0.098
H -0.427 -0.706 5.778 0.108
H -1.351 -2.807 6.770 0.095
H -3.195 -4.014 5.614 0.107
H -3.986 -3.228 3.438 0.109
H -2.693 -1.395 2.230 0.069
H 4.146 1.877 1.987 0.097
H 5.750 3.441 1.228 0.108
H 6.464 3.627 -1.096 0.123
H 5.219 2.118 -2.818 0.099
H 3.437 0.689 -2.074 0.079
H 3.839 -1.958 2.132 0.098
H 5.014 -3.966 1.567 0.112
H 4.951 -4.906 -0.717 0.124
H 3.335 -3.809 -2.427 0.104
H 2.150 -1.769 -1.827 0.088
C -1.224 1.715 -3.954 -0.144
S 0.403 1.054 -3.272 1.002
O 0.063 -0.003 -2.249 -0.621
C 0.835 0.061 -4.735 -0.398
C 1.408 0.754 -5.777 -0.094
C 1.499 0.130 -7.042 -0.056
C 0.969 -1.135 -7.239 -0.065
C 0.416 -1.828 -6.157 -0.058
C 0.386 -1.249 -4.898 -0.070
H -2.046 1.158 -3.498 0.042
H -1.247 1.715 -5.084 0.089
H -1.273 2.763 -3.627 0.056
H 1.832 1.781 -5.616 0.132
H 1.990 0.599 -7.892 0.114
H 1.048 -1.608 -8.200 0.109
H -0.034 -2.804 -6.364 0.117
H -0.069 -1.760 -4.056 0.105
N -0.991 7.925 0.293 0.160
C -0.978 6.744 0.314 -0.190
C -0.816 5.355 0.232 -0.257
C -1.931 4.545 0.171 -0.022
C -1.742 3.158 0.227 -0.106
C -0.466 2.584 0.177 -0.196
C 0.654 3.442 0.219 -0.133
C 0.489 4.800 0.365 -0.027
H -2.903 5.015 0.188 0.122
H -2.611 2.550 0.319 0.085
H 1.693 3.085 0.227 0.078
H 1.356 5.471 0.637 0.140
C -0.429 -4.741 0.858 -0.216
S -0.415 -3.477 -0.437 0.906
C -2.228 -3.454 -0.788 -0.192
O -0.089 -2.205 0.336 -0.622
H -0.682 -4.211 1.770 0.053
H 0.531 -5.267 0.984 0.064
H -1.216 -5.462 0.549 0.068
H -2.774 -3.221 0.145 0.076
H -2.475 -4.424 -1.194 0.058
H -2.469 -2.639 -1.502 0.036
Br -7.998 -0.309 -3.201 0.762
C -6.203 -0.893 -3.023 -0.682
C -5.522 -1.449 -4.130 -0.096
C -4.122 -1.440 -4.066 -0.063
C -3.464 -0.999 -2.917 -0.083
C -4.185 -0.716 -1.783 -0.135
C -5.600 -0.680 -1.827 -0.064
C -3.530 -0.507 -0.468 -0.554
O -4.103 -0.849 0.593 0.034
O -2.324 -0.002 -0.493 -0.142
H -6.074 -1.858 -5.020 0.125
H -3.560 -1.838 -4.928 0.113
H -2.414 -0.871 -2.972 0.075
H -6.244 -0.452 -0.994 0.114
```

Properties
energy above the lowest of the compared OMol25 structures with the same formula, charge and spin = 0.0000 eV
gap between HOMO and LUMO = 0.29927 Eh
LUMO = -2.6 eV
net charge = +1
highest occupied orbital energy = -0.39336 Ha

***

Here is 7 unconnected molecules or ions with the total composition C53H59ClF10O7P in a non-equilibrium geometry from OMol25. Energies are from ωB97M-V/def2-TZVPD.

XYZ file:
```
131
Properties=species:S:1:pos:R:3:lowdin_charge:R:1
C 2.540 -0.119 -3.262 -0.143
C 1.901 1.378 -3.632 -0.253
C 0.800 1.312 -4.845 -0.217
C -0.752 1.086 -4.366 -0.146
C -0.945 0.034 -3.123 -0.260
O -2.366 -0.427 -3.068 -0.364
P -2.568 -1.353 -1.565 0.582
C -2.712 -2.750 -0.273 -0.290
O -1.939 -3.974 -0.670 -0.254
C -0.604 -3.962 -0.007 -0.172
C 0.136 -5.392 -0.432 -0.173
O -0.531 -5.903 -1.645 -0.223
C 0.421 -6.083 -2.756 -0.237
C 1.116 -4.663 -3.269 -0.090
C -4.034 -0.254 -0.903 -0.216
O -3.651 0.663 0.164 -0.074
C -3.641 0.099 1.501 -0.263
F -2.277 -0.224 2.046 0.008
F -4.484 -1.082 1.752 0.035
F -4.164 1.179 2.421 -0.005
C -3.860 -2.321 -2.657 -0.183
C -3.334 -2.557 -4.204 -0.195
O -4.257 -2.368 -5.187 -0.078
F -1.972 -2.980 -4.603 -0.046
O -1.281 -0.502 -0.753 -0.307
C -0.684 0.583 -1.566 -0.255
C -1.243 2.117 -1.413 -0.092
C -1.145 2.747 0.098 -0.550
O -2.262 3.349 0.587 -0.106
Cl 0.413 2.711 1.125 0.561
H 1.823 -0.994 -3.559 0.058
H 3.538 -0.280 -3.890 0.078
H 2.746 -0.237 -2.098 0.079
H 2.833 2.020 -3.992 0.100
H 1.508 1.932 -2.655 0.093
H 0.822 2.362 -5.411 0.108
H 1.195 0.523 -5.627 0.114
H -1.327 0.611 -5.298 0.133
H -1.235 2.143 -4.203 0.106
H -0.355 -0.951 -3.438 0.138
H -1.580 -2.250 -2.180 0.048
H -2.264 -2.454 0.792 0.094
H -3.846 -3.019 -0.062 0.105
H -0.691 -4.010 1.181 0.127
H 0.037 -3.013 -0.329 0.132
H -0.035 -6.158 0.455 0.123
H 1.305 -5.287 -0.550 0.125
H -0.216 -6.479 -3.681 0.128
H 1.211 -6.924 -2.530 0.116
H 2.206 -4.662 -2.840 0.058
H 1.225 -4.626 -4.451 0.081
H 0.578 -3.705 -2.834 0.084
H -4.294 0.437 -1.844 0.131
H -5.018 -0.876 -0.721 0.118
H -4.833 -1.636 -2.754 0.099
H -4.170 -3.349 -2.192 0.101
H 0.485 0.479 -1.354 0.137
H -2.344 2.141 -1.871 0.150
H -0.563 2.809 -2.109 0.127
F -3.968 3.094 7.450 0.051
C -3.522 1.890 7.070 -0.301
C -3.626 1.510 5.736 -0.015
C -3.156 0.258 5.340 -0.059
C -2.597 -0.606 6.285 -0.083
C -2.501 -0.218 7.622 -0.094
C -2.961 1.039 8.016 -0.036
H -4.071 2.191 5.018 0.107
H -3.226 -0.045 4.298 0.082
H -2.235 -1.584 5.976 0.105
H -2.069 -0.894 8.356 0.103
H -2.886 1.360 9.050 0.113
F -4.572 8.826 5.699 0.041
C -4.125 7.621 5.319 -0.294
C -4.229 7.242 3.986 -0.021
C -3.760 5.990 3.589 -0.066
C -3.200 5.126 4.534 -0.083
C -3.105 5.514 5.871 -0.081
C -3.564 6.770 6.265 -0.015
H -4.674 7.923 3.268 0.114
H -3.830 5.687 2.547 0.109
H -2.838 4.147 4.225 0.098
H -2.673 4.838 6.605 0.094
H -3.489 7.091 7.299 0.113
F 3.272 -3.886 -5.484 0.051
C 3.719 -5.090 -5.863 -0.296
C 3.614 -5.470 -7.197 -0.014
C 4.084 -6.722 -7.593 -0.081
C 4.643 -7.586 -6.649 -0.116
C 4.739 -7.198 -5.312 -0.091
C 4.280 -5.941 -4.917 -0.017
H 3.169 -4.789 -7.915 0.116
H 4.014 -7.025 -8.635 0.103
H 5.005 -8.564 -6.958 0.100
H 5.171 -7.874 -4.577 0.104
H 4.354 -5.620 -3.884 0.111
F 7.480 -7.478 -6.623 0.062
C 8.378 -8.317 -6.091 -0.284
C 8.989 -9.269 -6.900 -0.018
C 9.928 -10.139 -6.348 -0.087
C 10.240 -10.054 -4.989 -0.102
C 9.618 -9.098 -4.184 -0.084
C 8.687 -8.221 -4.739 -0.017
H 8.728 -9.325 -7.952 0.115
H 10.417 -10.882 -6.974 0.103
H 10.970 -10.736 -4.558 0.099
H 9.859 -9.037 -3.125 0.105
H 8.201 -7.467 -4.129 0.116
F -1.551 12.524 1.643 0.061
C -2.493 12.647 2.587 -0.291
C -2.803 11.556 3.391 -0.010
C -3.781 11.685 4.377 -0.072
C -4.446 12.903 4.541 -0.097
C -4.131 13.991 3.726 -0.091
C -3.146 13.864 2.747 -0.025
H -2.282 10.615 3.243 0.117
H -4.026 10.840 5.016 0.085
H -5.212 13.002 5.307 0.100
H -4.653 14.936 3.853 0.101
H -2.882 14.703 2.111 0.112
F 3.096 2.315 3.963 0.058
C 2.360 2.111 5.064 -0.286
C 0.985 2.311 5.015 -0.004
C 0.218 2.094 6.160 -0.065
C 0.838 1.690 7.345 -0.096
C 2.220 1.498 7.386 -0.091
C 2.984 1.704 6.238 -0.025
H 0.523 2.632 4.087 0.083
H -0.858 2.240 6.130 0.088
H 0.240 1.526 8.239 0.094
H 2.700 1.188 8.310 0.100
H 4.058 1.550 6.249 0.112
```

Properties
gap between HOMO and LUMO = 0.26350 Eh
LUMO = 1.9 eV
net charge = -1
highest occupied orbital energy = -0.19485 Ha

***

Here is a molecular structure, C3H8N2O3Sn in a non-equilibrium geometry from OMol25. Energies are from ωB97M-V/def2-TZVPD.

XYZ file:
```
17
Properties=species:S:1:pos:R:3:lowdin_charge:R:1
Sn -2.019 0.945 0.592 1.359
O -0.724 -0.483 2.646 -0.331
C -0.264 0.630 3.236 -0.513
C 0.578 1.564 2.348 -0.382
O -0.106 2.110 1.223 -0.502
H 0.283 0.299 4.129 0.109
H -1.079 1.300 3.556 0.082
H 1.549 1.178 1.997 0.098
H 1.055 2.357 2.945 0.099
C -0.161 -1.075 -2.446 -0.675
O -0.676 -0.743 -1.371 -0.120
N 1.050 -0.597 -2.768 0.169
N -0.659 -2.084 -3.196 0.168
H 1.425 -0.729 -3.692 0.103
H 1.577 -0.019 -2.137 0.120
H -1.634 -2.264 -3.028 0.112
H -0.196 -2.391 -4.032 0.103
```

Properties
energy above the lowest of the compared OMol25 structures with the same formula, charge and spin = 0.0000 eV
gap between HOMO and LUMO = 0.25128 Eh
LUMO = -0.7 eV
highest occupied orbital energy = -0.27711 Ha

***

Here is a gas-phase ion, C10H15NP (charge +1) in a non-equilibrium geometry from OMol25. Energies are from ωB97M-V/def2-TZVPD.

XYZ file:
```
27
Properties=species:S:1:pos:R:3:lowdin_charge:R:1
C -2.079 0.788 1.399 -0.051
C -0.772 0.073 1.561 -0.582
C -0.994 -1.341 2.074 -0.033
C 0.272 0.983 2.320 -0.001
N -0.145 -0.078 0.242 -0.082
C 0.450 -1.168 -0.283 0.008
C 1.210 -0.847 -1.431 -0.363
P 1.564 0.917 -1.470 1.122
C 1.490 0.779 -3.280 -0.205
C 1.636 -0.510 -3.689 -0.131
C 1.391 -1.443 -2.662 -0.052
C -0.138 1.150 -0.690 -0.187
H -2.014 2.011 1.346 0.157
H -2.796 0.340 0.700 0.099
H -2.502 0.605 2.405 0.094
H -0.089 -2.048 2.153 0.117
H -1.656 -1.828 1.423 0.070
H -1.455 -1.199 3.136 0.138
H 0.256 2.104 2.171 0.103
H 0.313 0.756 3.378 0.088
H 1.264 0.863 1.858 0.083
H 0.456 -2.199 -0.002 0.145
H 1.823 1.656 -3.781 0.056
H 1.967 -0.900 -4.629 0.116
H 1.651 -2.468 -2.935 0.132
H -1.034 1.082 -1.306 0.127
H -0.069 1.920 -0.005 0.034
```

Properties
structure (SMILES) = CC(C)(C)[N+]1=CC2=P(=CC=C2)C1
energy above the lowest of the compared OMol25 structures with the same formula, charge and spin = 0.5576 eV
gap between HOMO and LUMO = 0.28930 Eh
LUMO = -4.9 eV
net charge = +1
highest occupied orbital energy = -0.47091 Ha